19
Properties=species:S:1:pos:R:3:forces:R:3 method="wB97M-V/def2-TZVPD" molar_mass_g_mol=340.22 multiplicity=2 s2=0.751 e_tot_ha=-1265.7549 charge=+3 lumo_energy_ev="-15.51 / -15.49" homo_lumo_gap_ev="5.1 / 5.2"
O 0.002 3.352 -0.041 -0.003 -5.036 -0.453
C 0.001 2.204 -0.149 0.007 12.409 0.372
Ce 0.000 -0.016 -0.128 0.001 1.004 4.743
O 0.000 0.000 -3.801 -0.001 0.005 2.725
C 0.000 -0.001 -2.670 0.001 0.001 -4.766
C -0.001 -2.190 -0.152 -0.010 -14.016 0.390
O -0.002 -3.343 -0.044 0.005 5.526 -0.485
C -2.191 -0.003 -0.185 -12.568 0.100 0.458
O -3.335 0.002 -0.022 5.017 -0.026 -0.703
C 2.191 -0.006 -0.185 12.556 0.088 0.457
O 3.335 -0.002 -0.021 -5.006 -0.026 -0.703
N 1.202 0.019 4.298 -1.770 -0.030 -1.364
C 0.000 0.000 3.691 -0.002 0.013 1.933
N -1.202 -0.020 4.298 1.769 0.028 -1.368
O 0.000 0.003 2.388 0.002 -0.045 -2.360
H 1.360 0.022 5.311 0.183 0.002 -0.745
H 1.879 0.031 3.542 0.817 0.017 1.305
H -1.878 -0.030 3.542 -0.817 -0.010 1.304
H -1.360 -0.023 5.311 -0.183 -0.004 -0.740